C4H11NP | ωB97M-V with the def2-TZVPD basis set

Structure (ORCA input):
```
! wB97M-V def2-TZVPD RIJCOSX def2/J DEFGRID3
* xyz 1 1
P 2.56 -0.05 0.25
C 0.77 0.05 -0.40
C -0.05 1.14 0.27
C -1.48 0.62 0.14
C -1.32 -0.86 0.48
N 0.04 -1.23 -0.03
H 2.85 1.27 -0.09
H 3.09 -0.55 -0.94
H 0.73 0.16 -1.49
H 0.08 2.10 -0.22
H 0.22 1.24 1.32
H -2.17 1.11 0.81
H -1.84 0.75 -0.88
H -1.35 -1.01 1.56
H -2.09 -1.49 0.02
H 0.57 -1.71 0.70
H -0.02 -1.86 -0.83
*
```

Computed properties:
**E_HOMO**: -14.234 eV
**Energy relative to the best compared isomer or geometry (same formula, charge and spin)**: 0.0 kcal/mol
**Structure (SMILES)**: P[C@@H]1CCC[NH2+]1
**Frontier orbital gap**: 10.80 eV
**LUMO energy**: -3.435 eV

The computed Löwdin charges, all in e, follow: 0.893 -0.533 -0.201 -0.152 -0.103 0.039 -0.084 -0.099 0.126 0.129 0.119 0.129 0.126 0.139 0.137 0.150 0.185

C34H68O22 | ωB97M-V with the def2-TZVPD basis set

Structure (ORCA input):
```
! wB97M-V def2-TZVPD RIJCOSX def2/J DEFGRID3
* xyz 0 1
C 5.62 -0.44 -3.17
O 5.21 0.55 -2.23
C 6.00 0.71 -1.18
O 6.98 0.03 -0.92
O 5.73 1.88 -0.55
C 6.59 2.14 0.59
H 6.03 -1.32 -2.69
H 6.40 -0.03 -3.76
H 4.78 -0.76 -3.72
H 6.17 1.75 1.53
H 6.68 3.22 0.52
H 7.57 1.70 0.51
C 0.83 -4.08 5.13
O -0.42 -4.75 5.29
C -1.01 -5.39 4.32
O -2.16 -5.79 4.42
O -0.26 -5.50 3.18
C -0.93 -6.30 2.05
H 1.01 -3.75 6.14
H 0.82 -3.20 4.43
H 1.66 -4.74 4.92
H -0.58 -7.28 2.23
H -0.32 -5.90 1.24
H -1.98 -6.13 2.05
C -0.32 5.15 -2.88
O -0.32 4.30 -1.73
C 0.05 4.88 -0.57
O 0.26 6.04 -0.35
O 0.21 3.88 0.31
C 0.71 4.33 1.61
H -0.36 6.18 -2.53
H -1.14 4.84 -3.59
H 0.57 4.95 -3.47
H 0.00 3.84 2.31
H 0.68 5.37 1.74
H 1.68 3.87 1.77
C -1.47 1.13 2.62
O -2.93 1.05 2.43
C -3.64 0.26 3.22
O -4.81 0.14 3.14
O -2.81 -0.56 3.98
C -3.44 -1.30 4.99
H -1.11 0.05 2.63
H -1.13 1.67 3.47
H -1.18 1.75 1.75
H -2.94 -1.03 5.96
H -3.22 -2.32 4.82
H -4.54 -1.13 5.01
C -1.90 -2.88 1.44
O -1.42 -2.92 0.09
C -1.50 -1.77 -0.61
O -1.25 -1.63 -1.77
O -1.83 -0.73 0.22
C -1.88 0.54 -0.50
H -1.29 -2.14 2.05
H -1.74 -3.87 1.84
H -2.93 -2.62 1.56
H -2.43 1.28 0.12
H -2.55 0.44 -1.34
H -0.93 0.89 -0.97
C 1.21 -4.65 -1.33
O 2.03 -5.21 -2.36
C 2.98 -4.37 -2.76
O 3.09 -3.19 -2.40
O 3.67 -4.92 -3.72
C 4.52 -4.08 -4.47
H 0.26 -5.16 -1.49
H 0.95 -3.60 -1.52
H 1.66 -4.80 -0.39
H 5.07 -4.75 -5.08
H 5.12 -3.38 -3.79
H 3.99 -3.30 -5.01
C -3.37 6.27 1.48
C -4.51 5.22 1.50
C -3.67 3.95 1.48
O -2.39 4.25 2.03
C -2.41 5.61 2.46
H -3.62 7.26 1.83
H -2.89 6.34 0.44
H -5.14 5.33 0.64
H -5.13 5.25 2.40
H -3.53 3.65 0.45
H -4.21 3.10 2.01
H -1.39 5.97 2.47
H -2.87 5.67 3.48
C -5.65 -0.31 -1.47
C -5.54 -1.55 -2.36
C -4.12 -1.99 -2.12
O -3.97 -1.84 -0.68
C -4.89 -0.82 -0.20
H -6.67 -0.07 -1.29
H -5.07 0.50 -1.95
H -5.72 -1.44 -3.44
H -6.20 -2.29 -2.04
H -3.38 -1.36 -2.59
H -3.78 -2.97 -2.47
H -4.33 -0.07 0.30
H -5.58 -1.33 0.43
C 2.16 -0.83 1.77
C 2.24 -0.36 0.29
C 2.81 1.05 0.35
O 3.64 1.09 1.54
C 3.39 -0.17 2.33
H 2.38 -1.95 1.84
H 1.23 -0.63 2.25
H 1.29 -0.34 -0.16
H 2.92 -1.09 -0.16
H 1.98 1.78 0.43
H 3.42 1.29 -0.53
H 3.36 0.04 3.41
H 4.31 -0.76 2.27
C 1.99 1.57 -3.25
C 1.16 0.26 -3.40
C 1.53 -0.21 -4.78
O 2.59 0.55 -5.26
C 2.34 1.85 -4.68
H 2.87 1.35 -2.64
H 1.45 2.44 -2.81
H 0.10 0.56 -3.36
H 1.40 -0.51 -2.62
H 0.71 -0.09 -5.50
H 1.80 -1.23 -4.86
H 1.55 2.43 -5.25
H 3.27 2.45 -4.81
*
```

Computed properties:
**E_HOMO**: -9.475 eV
**Energy relative to the best compared isomer or geometry (same formula, charge and spin)**: 51.9 kcal/mol
**Structure (SMILES)**: COC(=O)OC.COC(=O)OC.COC(=O)OC.COC(=O)OC.COC(=O)OC.COC(=O)OC.C1CCOC1.C1CCOC1.C1CCOC1.C1CCOC1
**Frontier orbital gap**: 9.92 eV
**LUMO energy**: 0.445 eV

These are the Löwdin partial charges, in e, on atoms 1 to 99: -0.010 -0.002 -0.579 0.098 -0.027 -0.029 0.087 0.097 0.073 0.090 0.097 0.080 -0.038 0.015 -0.619 0.107 -0.062 0.051 0.086 0.111 0.093 0.078 0.083 0.079 -0.045 -0.029 -0.590 0.119 -0.020 -0.004 0.086 0.112 0.085 0.083 0.066 0.091 -0.003 -0.030 -0.588 0.148 -0.068 -0.048 0.096 0.086 0.080 0.109 0.071 0.109 -0.008 0.013 -0.606 0.116 -0.074 -0.018 0.107 0.065 0.088 0.087 0.078 0.106 -0.034 0.024 -0.603 0.067 0.026 -0.034 0.100 0.088 0.085 0.088 0.104 0.093 -0.150 -0.156 -0.208 -0.169 -0.201 0.099 0.139 0.101 0.112 0.112 0.131 0.103 0.133 -0.122 -0.167 -0.185 -0.170 -0.144 0.101 0.117 0.124 0.094 0.097 0.133 0.085 0.113 -0.157

C18H60B4Mn2O10 | ωB97M-V with the def2-TZVPD basis set

Structure (ORCA input):
```
! wB97M-V def2-TZVPD RIJCOSX def2/J DEFGRID3
* xyz -2 11
Mn -2.06 -1.82 -0.23
Mn -2.03 0.01 3.22
O -1.16 -0.62 -1.63
C -0.58 0.41 -0.90
C -0.28 0.17 0.63
O -1.29 -0.52 1.35
H -1.30 1.19 -1.12
H 0.30 0.81 -1.39
H 0.02 1.08 1.15
H 0.63 -0.41 0.78
B -0.75 1.44 4.20
H -1.35 1.17 5.06
H -0.25 0.62 3.73
H -1.38 1.82 3.41
H 0.00 2.17 4.46
B -1.76 -3.86 -0.13
H -2.56 -3.74 -0.85
H -0.88 -3.32 -0.44
H -2.04 -3.37 0.79
H -1.52 -4.91 -0.08
B -4.22 -1.11 0.18
H -5.28 -1.20 0.33
H -3.71 -1.86 0.77
H -3.99 -1.31 -0.85
H -3.93 -0.09 0.41
B -1.82 -2.07 4.48
H -2.47 -2.83 4.89
H -1.96 -1.12 4.97
H -0.77 -2.29 4.61
H -2.01 -1.98 3.42
C -1.61 3.61 -6.73
O -1.82 2.17 -6.68
C -1.46 1.45 -5.43
C -2.72 1.40 -4.58
O -3.21 2.63 -4.06
C -2.31 3.29 -3.16
H -0.61 3.90 -6.42
H -2.21 4.19 -6.03
H -1.84 4.10 -7.68
H -0.60 1.98 -5.02
H -1.14 0.41 -5.51
H -2.57 0.63 -3.83
H -3.64 1.08 -5.07
H -1.97 4.23 -3.58
H -1.42 2.76 -2.84
H -2.76 3.61 -2.22
C -0.83 -5.36 -5.09
O 0.38 -4.87 -4.63
C 0.33 -3.68 -3.90
C -0.27 -2.45 -4.68
O -1.67 -2.49 -4.93
C -2.69 -2.67 -3.91
H -1.56 -5.57 -4.31
H -0.55 -6.21 -5.72
H -1.27 -4.61 -5.74
H 1.25 -3.18 -3.60
H -0.34 -3.95 -3.08
H 0.25 -2.53 -5.63
H -0.08 -1.53 -4.13
H -2.85 -1.71 -3.41
H -2.46 -3.44 -3.17
H -3.63 -2.90 -4.40
C 1.98 -1.44 2.94
O 3.28 -1.65 3.46
C 3.63 -0.76 4.49
C 4.89 -1.25 5.34
O 4.46 -2.43 6.10
C 3.90 -2.15 7.35
H 1.78 -0.40 2.66
H 1.16 -1.71 3.61
H 1.97 -2.04 2.04
H 2.77 -0.43 5.08
H 4.11 0.14 4.10
H 5.15 -0.43 6.01
H 5.69 -1.46 4.63
H 2.89 -1.79 7.14
H 4.48 -1.31 7.71
H 3.95 -3.07 7.94
C 0.99 4.46 -0.42
O 2.13 4.34 0.55
C 2.35 3.12 1.30
C 3.76 3.01 2.02
O 3.68 3.81 3.21
C 3.63 5.24 3.06
H 0.12 4.78 0.15
H 1.14 3.58 -1.04
H 1.27 5.36 -0.96
H 2.16 2.31 0.59
H 1.55 2.92 2.03
H 4.44 3.48 1.31
H 4.22 2.06 2.27
H 2.68 5.57 2.64
H 4.49 5.69 2.58
H 3.58 5.69 4.05
*
```

Computed properties:
**E_HOMO (spin up / spin down)**: -2.159 / -2.751 eV
**Frontier orbital gap (spin up / spin down)**: 6.17 / 6.76 eV
**LUMO energy (spin up / spin down)**: 4.010 / 4.008 eV

The computed Löwdin charges, all in e, follow: 0.718 0.932 -0.358 -0.371 -0.283 -0.409 0.078 0.076 0.079 0.080 -0.428 -0.038 -0.058 -0.050 -0.030 -0.431 -0.035 -0.042 -0.041 -0.032 -0.412 -0.054 -0.061 -0.054 -0.052 -0.379 -0.052 -0.078 -0.053 -0.072 -0.108 -0.196 -0.133 -0.197 -0.174 -0.113 0.073 0.062 0.073 0.115 0.111 0.110 0.133 0.065 0.072 0.082 -0.130 -0.189 -0.175 -0.189 -0.241 -0.056 0.095 0.087 0.078 0.126 0.113 0.118 0.105 0.063 0.064 0.083 -0.086 -0.172 -0.203 -0.130 -0.219 -0.128 0.070 0.079 0.098 0.126 0.098 0.101 0.115 0.087 0.072 0.088 -0.029 -0.257 -0.167 -0.153 -0.204 -0.105 0.086 0.083 0.069 0.102 0.114 0.105 0.112 0.076 0.080 0.075

C19H22O2 | ωB97M-V with the def2-TZVPD basis set

Structure (ORCA input):
```
! wB97M-V def2-TZVPD RIJCOSX def2/J DEFGRID3
* xyz 0 1
C 3.87 -0.34 -2.13
C 2.63 0.51 -2.21
O 1.52 -0.26 -1.61
C 0.46 0.50 -1.32
O 0.30 1.61 -1.80
C -0.63 -0.21 -0.35
C -2.04 -0.15 -1.08
C -2.41 0.96 -1.85
C -3.73 1.20 -2.22
C -4.69 0.20 -2.03
C -4.27 -1.03 -1.54
C -2.92 -1.26 -1.20
C -0.61 0.11 1.11
C -1.63 -0.82 1.79
C -0.94 1.61 1.20
C 0.80 -0.14 1.82
C 1.78 0.84 1.86
C 3.08 0.58 2.34
C 3.43 -0.68 2.78
C 2.42 -1.63 2.91
C 1.13 -1.37 2.41
H 4.63 0.19 -2.68
H 4.21 -0.46 -1.10
H 3.77 -1.31 -2.60
H 2.76 1.41 -1.60
H 2.40 0.78 -3.26
H -0.31 -1.23 -0.40
H -1.70 1.75 -2.11
H -4.03 2.17 -2.60
H -5.74 0.39 -2.25
H -5.01 -1.79 -1.34
H -2.65 -2.27 -0.89
H -1.50 -1.83 1.35
H -1.55 -0.92 2.88
H -2.64 -0.50 1.54
H -0.41 2.08 0.37
H -2.02 1.75 1.00
H -0.69 2.09 2.14
H 1.58 1.84 1.47
H 3.82 1.38 2.32
H 4.45 -0.91 3.06
H 2.66 -2.61 3.33
H 0.41 -2.20 2.46
*
```

Computed properties:
**E_HOMO**: -8.926 eV
**Energy relative to the best compared isomer or geometry (same formula, charge and spin)**: 0.0 kcal/mol
**Structure (SMILES)**: CCOC(=O)[C@H](c1ccccc1)C(C)(C)c1ccccc1
**Frontier orbital gap**: 9.76 eV
**LUMO energy**: 0.829 eV

The computed Löwdin charges, all in e, follow: -0.070 -0.190 0.006 -0.395 0.062 -0.115 -0.133 -0.041 -0.077 -0.100 -0.095 -0.037 -0.440 -0.040 -0.031 -0.138 -0.042 -0.081 -0.104 -0.080 -0.033 0.074 0.074 0.078 0.122 0.131 0.132 0.104 0.101 0.101 0.098 0.109 0.085 0.092 0.085 0.075 0.098 0.091 0.111 0.102 0.102 0.102 0.106